Record 1
This record from OMol25 describes a cluster of 2 separate species, C5H9N5O2 in total. The level of theory is ωB97M-V/def2-TZVPD.

E   -16871.03647 eV
LUMO level   0.32 eV
Charge   0
SMILES   C=NO/C=N\O.Cn1cnnc1
Max |F|   0.0360 Eh/bohr
Orbital gap   0.3590 Eh

The geometry in XYZ format:
```
21
Properties=species:S:1:pos:R:3:lowdin_charge:R:1
C -3.532 1.578 0.167 0.0017
N -4.078 0.478 -0.180 0.0302
O -3.212 -0.604 -0.335 -0.1166
C -1.888 -0.307 -0.573 -0.2476
N -0.970 -0.892 0.085 0.0218
O -1.506 -1.870 0.925 -0.0290
H -4.175 2.421 0.367 0.0821
H -2.453 1.684 0.311 0.0718
H -1.696 0.420 -1.354 0.1410
H -2.439 -2.012 0.605 0.1075
C 1.138 1.641 0.066 -0.0221
N 2.180 0.627 0.200 -0.1127
C 2.132 -0.610 -0.342 -0.2028
N 3.320 -1.143 -0.478 0.0095
N 4.206 -0.181 -0.073 -0.0011
C 3.501 0.823 0.387 -0.1986
H 1.324 2.450 0.784 0.0928
H 0.182 1.160 0.274 0.0442
H 1.142 2.081 -0.959 0.1049
H 1.218 -1.079 -0.714 0.1024
H 3.934 1.697 0.862 0.1206
```



Record 2
This record from OMol25 describes the ion C5H9N6O with charge +1. The level of theory is ωB97M-V/def2-TZVPD.

E   -16307.07259 eV
LUMO level   -6.01 eV
Charge   +1
SMILES   CN(C)C(=O)N=C=NNC=[N+]=N
Max |F|   0.0700 Eh/bohr
Orbital gap   0.2493 Eh

The geometry in XYZ format:
```
21
Properties=species:S:1:pos:R:3:lowdin_charge:R:1
C -3.250 0.983 -0.042 0.0135
N -2.282 -0.151 -0.071 -0.1267
C -2.911 -1.453 0.043 -0.0079
C -1.009 -0.083 0.172 -0.5175
O -0.198 -0.982 0.231 0.0500
N -0.445 1.273 0.031 0.2306
C 0.693 1.403 0.409 -0.1648
N 1.815 1.504 0.855 0.0998
N 2.981 1.170 0.237 0.0484
C 3.083 -0.186 -0.103 -0.0222
N 4.125 -0.830 -0.264 0.0736
N 5.246 -1.125 -0.379 0.3067
H -3.595 1.140 -1.098 0.1217
H -4.026 0.728 0.620 0.0724
H -2.733 1.860 0.184 0.0573
H -3.282 -1.753 -0.923 0.0958
H -2.164 -2.178 0.448 0.1080
H -3.743 -1.242 0.766 0.1066
H 3.844 1.642 0.535 0.1723
H 2.175 -0.687 -0.378 0.1523
H 5.675 -1.034 -1.272 0.1300
```



Record 3
This record from OMol25 describes an isolated molecule of C5H9NO. The level of theory is ωB97M-V/def2-TZVPD.

E   -8867.42610 eV
LUMO level   0.90 eV
Charge   0
SMILES   C=CCCNC=O
Max |F|   0.0661 Eh/bohr
Orbital gap   0.3863 Eh

The geometry in XYZ format:
```
16
Properties=species:S:1:pos:R:3:lowdin_charge:R:1
C 2.055 1.394 0.211 -0.0053
C 1.857 0.241 -0.480 -0.1702
C 1.305 -1.104 0.049 -0.1670
C 0.063 -0.828 0.987 -0.2194
N -0.809 0.182 0.407 0.0035
C -1.997 -0.199 -0.212 -0.3415
O -2.571 0.454 -1.084 -0.0111
H 1.814 1.351 1.304 0.0761
H 2.487 2.214 -0.309 0.0438
H 2.018 0.390 -1.512 0.0730
H 2.048 -1.649 0.614 0.0980
H 0.934 -1.750 -0.771 0.1088
H -0.424 -1.838 1.086 0.1236
H 0.488 -0.528 1.976 0.1112
H -0.445 1.103 0.064 0.1415
H -2.382 -1.226 0.037 0.1352
```



Record 4
This record from OMol25 describes an isolated molecule of C5H9NO. The level of theory is ωB97M-V/def2-TZVPD.

E   -8868.17717 eV
LUMO level   0.88 eV
Charge   0
SMILES   C[C@H](C#N)CCO
Max |F|   0.0206 Eh/bohr
Orbital gap   0.4246 Eh

The geometry in XYZ format:
```
16
Properties=species:S:1:pos:R:3:lowdin_charge:R:1
C 0.076 0.051 -2.155 -0.0652
C 0.012 0.428 -0.671 -0.3637
C 1.340 0.869 -0.221 -0.2131
N 2.385 1.211 0.137 0.1600
C -0.508 -0.719 0.220 -0.1543
C -0.234 -0.492 1.702 -0.2804
O -0.789 0.761 2.054 -0.0601
H -0.920 -0.224 -2.513 0.0829
H 0.746 -0.803 -2.296 0.0861
H 0.450 0.886 -2.758 0.0854
H -0.653 1.287 -0.537 0.1449
H -1.589 -0.797 0.062 0.1244
H -0.060 -1.673 -0.092 0.1260
H 0.851 -0.510 1.880 0.1132
H -0.685 -1.311 2.282 0.1174
H -0.422 1.036 2.903 0.0967
```



Record 5
This record from OMol25 describes an isolated molecule of C5H9NO. The level of theory is ωB97M-V/def2-TZVPD.

E   -8864.81157 eV
LUMO level (alpha / beta)   0.54 / 0.54 eV
Charge   0
Max |F|   0.0658 Eh/bohr
Orbital gap (alpha / beta)   0.3127 / 0.3127 Eh

The geometry in XYZ format:
```
16
Properties=species:S:1:pos:R:3:lowdin_charge:R:1
C 3.048 0.261 0.567 -0.1231
O 1.739 0.743 0.467 -0.1894
C 0.811 -0.292 0.330 -0.2926
C -0.556 0.337 0.215 -0.1642
C -3.477 -0.034 -1.230 -0.0148
C -1.590 -0.748 0.175 -0.0838
N -2.659 -0.643 -0.389 -0.0148
H 3.697 1.131 0.671 0.0887
H 3.334 -0.310 -0.330 0.0901
H 3.169 -0.393 1.445 0.0903
H 0.824 -0.973 1.196 0.1244
H 1.019 -0.904 -0.567 0.1293
H -0.762 0.949 1.104 0.1276
H -4.387 0.312 -0.757 0.0481
H -0.611 1.014 -0.658 0.1244
H -3.598 -0.450 -2.238 0.0598
```



Record 6
This record from OMol25 describes an isolated molecule of C5H9NO. The level of theory is ωB97M-V/def2-TZVPD.

E   -8867.51251 eV
LUMO level   0.69 eV
Charge   0
SMILES   CC[C@@H](O)CC#N
Max |F|   0.0310 Eh/bohr
Orbital gap   0.4085 Eh

The geometry in XYZ format:
```
16
Properties=species:S:1:pos:R:3:lowdin_charge:R:1
C -0.875 -1.248 0.633 -0.1041
C -0.992 0.261 0.355 -0.1917
C 0.004 0.736 -0.699 -0.4083
O 0.021 2.150 -0.849 -0.0336
C 1.431 0.381 -0.257 -0.1030
C 1.705 -0.976 0.234 -0.2434
N 2.080 -1.999 0.625 0.1498
H 0.122 -1.660 0.844 0.0135
H -1.410 -1.522 1.535 0.0758
H -1.239 -1.820 -0.226 0.0870
H -0.822 0.858 1.261 0.1211
H -2.014 0.496 0.019 0.1141
H -0.219 0.268 -1.670 0.1523
H -0.855 2.445 -1.131 0.1005
H 1.696 1.076 0.547 0.1390
H 2.139 0.507 -1.076 0.1309
```



Record 7
This record from OMol25 describes an isolated molecule of C5H9NO. The level of theory is ωB97M-V/def2-TZVPD.

E   -8867.86353 eV
LUMO level   0.86 eV
Charge   0
SMILES   C[C@H]1CN(C)C1=O
Max |F|   0.0135 Eh/bohr
Orbital gap   0.3748 Eh

The geometry in XYZ format:
```
16
Properties=species:S:1:pos:R:3:lowdin_charge:R:1
C -0.903 -1.865 -1.128 -0.0607
C 0.132 -0.790 -0.794 -0.2154
C -0.518 0.532 -0.376 -0.1429
N 0.597 0.784 0.505 -0.1119
C 0.635 1.834 1.487 -0.0383
C 1.097 -0.503 0.432 -0.3895
O 2.006 -1.037 1.019 0.0821
H -1.812 -1.736 -0.530 0.0702
H -0.579 -2.905 -1.064 0.0747
H -1.196 -1.674 -2.169 0.0799
H 0.786 -0.658 -1.662 0.1394
H -0.704 1.272 -1.156 0.1229
H -1.435 0.356 0.204 0.1218
H 1.525 1.742 2.113 0.0918
H 0.648 2.808 0.983 0.0873
H -0.265 1.794 2.117 0.0886
```



Record 8
This record from OMol25 describes a cluster of 2 separate species, C5H9NO in total. The level of theory is ωB97M-V/def2-TZVPD.

E   -8864.40024 eV
LUMO level   -0.16 eV
Charge   0
SMILES   [H]/N=C(/C)O.C=C=C
Max |F|   0.0962 Eh/bohr
Orbital gap   0.3243 Eh

The geometry in XYZ format:
```
16
Properties=species:S:1:pos:R:3:lowdin_charge:R:1
H 0.203 -1.250 -1.945 0.0594
N -0.539 -1.316 -1.249 0.1398
C -0.694 -0.236 -0.558 -0.5526
C -1.858 -0.188 0.401 -0.0278
O -0.628 1.081 -1.239 -0.0765
H -2.771 0.063 -0.137 0.0874
H -1.686 0.574 1.159 0.0798
H -1.971 -1.153 0.889 0.0839
H -0.222 0.959 -2.110 0.0926
C 1.307 1.411 0.276 0.0524
C 1.086 0.099 0.530 -0.2321
C 1.558 -1.008 1.049 0.0240
H 2.104 1.748 -0.372 0.0777
H 0.692 2.184 0.715 0.0733
H 1.111 -1.952 0.764 0.0544
H 2.308 -1.015 1.828 0.0642
```



Record 9
This record from OMol25 describes a structure of composition C5H9NO. The level of theory is ωB97M-V/def2-TZVPD.

E   -8865.97593 eV
LUMO level   0.52 eV
Charge   0
Max |F|   0.0231 Eh/bohr
Orbital gap   0.3815 Eh

The geometry in XYZ format:
```
16
Properties=species:S:1:pos:R:3:lowdin_charge:R:1
C 1.371 1.078 0.259 -0.0656
C 0.307 0.032 -0.173 -0.3700
C 0.170 0.085 -1.718 -0.0672
C -1.200 -0.339 0.991 -0.1121
O -2.350 0.320 1.434 -0.0483
C 0.732 -1.303 0.238 -0.2864
N 0.715 -2.332 0.773 0.1686
H 1.029 2.099 0.071 0.0803
H 1.652 0.986 1.312 0.0805
H 2.305 0.957 -0.321 0.0870
H 1.159 0.011 -2.205 0.0869
H -0.260 1.034 -2.050 0.0795
H -0.429 -0.738 -2.117 0.0789
H -1.491 -1.256 0.474 0.0955
H -0.574 -0.457 1.875 0.0960
H -3.135 -0.179 1.157 0.0964
```



Record 10
This record from OMol25 describes an isolated molecule of C5H9NO. The level of theory is ωB97M-V/def2-TZVPD.

E   -8867.24870 eV
LUMO level   0.70 eV
Charge   0
SMILES   CC/N=C\CC=O
Max |F|   0.0129 Eh/bohr
Orbital gap   0.3686 Eh

The geometry in XYZ format:
```
16
Properties=species:S:1:pos:R:3:lowdin_charge:R:1
C -0.908 -1.153 1.699 -0.0957
C 0.451 -0.879 1.046 -0.2833
N 0.608 -1.314 -0.340 0.0346
C 0.420 -0.544 -1.325 -0.1736
C -0.202 0.842 -1.402 -0.1298
C 0.613 2.036 -0.952 -0.2596
O 1.557 2.004 -0.201 0.0529
H -1.333 -2.111 1.388 0.0706
H -0.769 -1.190 2.786 0.0697
H -1.641 -0.365 1.495 0.0601
H 0.713 0.179 1.158 0.0919
H 1.202 -1.456 1.594 0.1048
H 0.699 -0.951 -2.303 0.1049
H -1.135 0.870 -0.821 0.1224
H -0.500 1.028 -2.442 0.1096
H 0.247 3.003 -1.362 0.1206
```



Record 11
This record from OMol25 describes a cluster of 2 separate species, C5H9NO in total. The level of theory is ωB97M-V/def2-TZVPD.

E   -8863.44358 eV
LUMO level   -0.04 eV
Charge   0
Max |F|   0.0378 Eh/bohr
Orbital gap   0.2902 Eh

The geometry in XYZ format:
```
16
Properties=species:S:1:pos:R:3:lowdin_charge:R:1
C -1.198 -0.374 0.917 -0.0133
C 1.825 -0.681 -0.509 0.0095
C -0.301 2.050 0.256 -0.0408
N -0.200 -1.439 0.941 0.0569
C 0.526 -0.470 0.151 -0.2218
C -0.237 0.607 0.587 -0.2308
O -1.623 -0.814 -0.954 -0.3064
H -1.680 -1.231 -1.824 -0.0217
H -0.467 -2.319 0.509 0.1176
H -2.157 -0.386 1.417 0.1329
H 2.088 0.182 -1.118 0.0883
H 2.600 -0.820 0.254 0.1012
H 1.794 -1.577 -1.126 0.0916
H 0.695 2.494 0.220 0.0754
H -0.780 2.184 -0.718 0.0845
H -0.886 2.594 0.998 0.0770
```



Record 12
This record from OMol25 describes a cluster of 2 separate species, C5H9NO in total. The level of theory is ωB97M-V/def2-TZVPD.

E   -8868.39079 eV
LUMO level   0.96 eV
Charge   0
SMILES   Cc1ccc[nH]1.O
Max |F|   0.0224 Eh/bohr
Orbital gap   0.3351 Eh

The geometry in XYZ format:
```
16
Properties=species:S:1:pos:R:3:lowdin_charge:R:1
C 1.501 -1.172 -0.834 -0.0379
C 0.165 -0.694 -0.416 -0.3578
C -0.562 -0.887 0.727 -0.0888
C -1.800 -0.191 0.588 -0.1096
C -1.726 0.521 -0.572 -0.1354
N -0.553 0.176 -1.201 0.0566
H 2.179 -0.334 -1.059 0.0817
H 1.506 -1.683 -1.806 0.0780
H 1.947 -1.836 -0.092 0.0809
H -0.287 -1.598 1.497 0.1040
H -2.563 -0.111 1.342 0.0906
H -2.312 1.352 -0.928 0.1075
H -0.110 0.803 -1.851 0.1539
O 0.986 2.019 1.199 -0.0634
H 1.309 2.302 2.056 0.0312
H 0.319 1.332 1.350 0.0087
```



Record 13
This record from OMol25 describes an isolated molecule of C5H9NO. The level of theory is ωB97M-V/def2-TZVPD.

E   -8867.38747 eV
LUMO level   0.77 eV
Charge   0
SMILES   [H]/N=C(/CC)C(=C)O
Max |F|   0.0480 Eh/bohr
Orbital gap   0.3609 Eh

The geometry in XYZ format:
```
16
Properties=species:S:1:pos:R:3:lowdin_charge:R:1
H -0.348 2.285 -0.176 0.0571
N 0.366 1.563 -0.151 0.1667
C -0.043 0.378 -0.095 -0.3307
C 0.900 -0.768 0.015 -0.1998
C 2.384 -0.238 0.037 -0.0984
C -1.537 -0.059 -0.004 -0.3250
C -2.521 0.835 0.127 0.0690
O -1.893 -1.371 -0.156 0.0321
H 0.721 -1.322 0.941 0.1224
H 0.786 -1.429 -0.849 0.1176
H 3.061 -1.087 0.103 0.0629
H 2.530 0.415 0.892 0.0668
H 2.595 0.321 -0.869 0.0660
H -3.551 0.530 0.071 0.0653
H -2.332 1.887 0.238 0.0491
H -1.117 -1.940 -0.123 0.0790
```



Record 14
This record from OMol25 describes a cluster of 2 separate species, C5H9NO in total. The level of theory is ωB97M-V/def2-TZVPD.

E   -8864.37792 eV
LUMO level   -0.36 eV
Charge   0
Max |F|   0.0370 Eh/bohr
Orbital gap   0.3001 Eh

The geometry in XYZ format:
```
16
Properties=species:S:1:pos:R:3:lowdin_charge:R:1
C -0.203 -2.075 -0.505 0.0222
O 0.174 -0.525 -0.980 -0.0226
C -0.159 0.554 -0.415 -0.3673
C 0.599 1.816 -0.707 0.0165
C -1.187 0.596 0.648 -0.0008
C 1.495 -1.180 1.116 -0.3115
N 1.841 -0.188 1.640 -0.1215
H 0.683 -2.659 -0.761 0.0717
H -0.476 -2.312 0.531 0.0595
H -1.024 -2.175 -1.198 0.0739
H 0.003 2.727 -0.567 0.0951
H 1.090 1.823 -1.680 0.0975
H 1.382 1.800 0.076 0.0981
H -0.606 0.538 1.581 0.0991
H -1.852 -0.266 0.589 0.0914
H -1.758 1.528 0.632 0.0986
```